[1]
C40H42N3O4PtSSb as an isolated structure at a distorted geometry, computed with wB97M-V/def2-TZVPD.

Geometry as ORCA input:
```
! RIJCOSX wB97M-V def2-TZVPD def2/J DEFGRID3
* xyz 2 5
Pt -1.21 -1.59 -0.92
Sb 0.60 2.60 1.05
S 0.36 0.91 -1.89
O -0.36 0.34 -3.00
O 0.43 -0.07 -0.75
O 0.81 -2.95 -1.30
O -0.19 2.18 -1.40
N -2.50 0.32 -0.29
N -6.14 -10.01 -2.81
N -0.76 -2.14 1.12
C -5.07 -7.73 -2.21
C -1.95 -2.01 2.01
C -2.23 3.71 0.63
C 2.20 -0.45 4.58
C 2.34 6.61 1.44
C -2.45 -0.56 2.11
C 1.44 1.81 4.04
C 0.68 -2.72 -3.69
C -3.81 -5.28 -1.82
C -3.12 3.48 3.23
C 6.10 2.67 -2.93
C 1.82 4.25 1.42
C 2.05 -0.84 3.27
C 4.72 2.06 -2.80
C 3.57 6.31 2.00
C -3.18 -4.04 -1.57
C -5.42 -6.63 -3.05
C -5.73 -8.97 -2.49
C -3.52 4.13 0.89
C 3.92 5.00 2.30
C -1.41 3.18 1.61
C -3.48 -6.44 -1.06
C 3.06 3.97 1.96
C 3.06 0.94 -1.36
C 1.59 0.08 2.33
C -2.49 -3.04 -1.33
C 3.70 2.36 -3.74
C 4.38 1.31 -1.65
C 2.68 -3.77 -2.48
C 1.98 0.84 4.95
C 1.22 1.39 2.73
C 2.08 1.29 -2.29
C 1.44 5.58 1.15
C 2.39 1.99 -3.45
C 1.37 -3.09 -2.40
C -1.82 3.04 2.90
C -3.21 0.00 0.93
C -4.78 -5.43 -2.91
C -4.11 -7.62 -1.21
C -3.96 3.99 2.27
H 4.80 4.74 2.87
H 2.06 7.64 1.38
H 2.96 -4.30 -1.58
H -2.75 -2.71 1.70
H -0.45 -3.11 1.04
H 5.16 0.96 -0.99
H 6.03 3.75 -2.70
H -3.21 -0.51 2.94
H -3.85 -8.47 -0.65
H -4.20 4.61 0.21
H -3.07 0.55 -1.11
H 2.67 -4.42 -3.32
H -4.03 -0.67 0.69
H 1.64 2.30 -4.19
H -1.66 0.11 2.41
H 2.81 0.33 -0.51
H 3.36 2.95 2.24
H -0.07 -1.97 -3.61
H 2.30 1.05 5.96
H 1.40 -2.38 -4.45
H -1.58 -2.36 2.98
H 2.60 -1.19 5.29
H -1.17 2.59 3.64
H -0.04 -1.57 1.54
H 0.21 -3.59 -4.11
H 2.38 -1.81 2.98
H 6.80 2.22 -2.28
H 6.51 2.58 -3.95
H 3.45 -2.95 -2.64
H -3.61 0.98 1.29
H 1.24 2.83 4.39
H 4.00 2.92 -4.65
H -4.98 -4.53 -3.49
H -6.13 -6.82 -3.79
H -2.74 -6.32 -0.27
H -1.92 3.96 -0.40
H -3.37 3.38 4.29
H -1.91 1.15 -0.15
H -4.96 4.34 2.59
H 4.26 7.11 2.23
H 0.43 5.79 0.76
H 1.55 -0.16 1.27
*
```

As for the frontier orbital gap (alpha / beta): 7.656 / 5.033 eV. As for the LUMO energy (alpha / beta): -5.4 / -8.4 eV. The calculation puts the relative energy (zero: lowest compared OMol25 entry of this formula, charge and spin) at 0.0 kcal per mole. Its expectation value of S² is 6.052.

[2]
One molecule with the formula C2H5N3O4 at a distorted geometry, computed with wB97M-V/def2-TZVPD.

Geometry as ORCA input:
```
! RIJCOSX wB97M-V def2-TZVPD def2/J DEFGRID3
* xyz 0 1
O -1.84 0.84 1.42
O 1.74 1.12 0.70
O 0.62 1.98 -0.92
O -0.27 -0.18 2.37
N 0.86 1.10 -0.15
N -1.08 0.14 -1.14
N -0.84 0.21 1.39
C 0.58 -1.31 -0.04
C -0.14 0.04 -0.12
H -0.64 -0.04 -2.06
H 1.26 -1.29 0.84
H 1.19 -1.65 -1.02
H -0.17 -2.06 0.04
H -1.28 1.11 -1.30
*
```

As for the frontier orbital gap: 10.198 eV. As for the LUMO energy: -0.9 eV. As for the SMILES: CC(N)([N+](=O)[O-])[N+](=O)[O-]. The calculation puts the relative energy (zero: lowest compared OMol25 entry of this formula, charge and spin) at 104.6 kcal per mole.

Which electronic energy belongs to each record? In order, -2771.68048 -544.22031 Eh.